Here is a cluster of 6 separate species, C24H49O22P in total at a distorted geometry from the Open Molecules 2025 dataset. Energies are from the ωB97M-V functional and the def2-TZVPD basis.

XYZ file:
```
96
Properties=species:S:1:pos:R:3:forces:R:3
C -4.724351 -4.193545 0.669687 0.5 0.4 0.4
C -3.471187 -5.057660 0.754995 -0.3 -0.2 -0.3
C -2.870002 -5.453938 -0.576912 -0.4 -0.4 0.2
O -1.955221 -4.513056 -1.131101 0.3 -0.3 -0.1
O -2.418934 -3.190590 -0.840418 0.5 0.7 0.2
C -2.734595 -2.589677 -2.003634 -1.9 -0.8 -1.7
O -3.665673 -2.860135 -2.714775 1.7 0.3 1.0
O -1.817608 -1.587517 -2.328779 0.3 0.2 -0.1
P -2.308965 -0.125821 -1.953592 -1.2 1.1 1.2
O -3.547894 -0.172164 -1.201097 -0.5 -0.5 0.5
O -1.167423 0.579278 -1.111737 0.4 -0.3 -0.8
O -2.500905 0.772788 -3.258683 0.9 -0.6 -0.3
H -5.332948 -4.341516 1.550101 -0.3 -0.1 0.2
H -4.449796 -3.147383 0.660198 -0.1 0.3 -0.2
H -5.318292 -4.400707 -0.209293 -0.1 -0.1 -0.2
H -3.741106 -5.977324 1.263870 0.1 -0.3 0.0
H -2.680689 -4.609367 1.343791 0.1 0.2 0.3
H -2.278226 -6.347669 -0.423465 0.6 -0.1 -0.1
H -3.621315 -5.726575 -1.312461 -0.3 0.3 -0.2
H -0.608986 1.133564 -1.671713 0.3 0.1 0.2
H -3.105412 1.476740 -2.999273 -0.3 0.1 -0.1
C -5.525323 1.588764 0.046157 -0.1 0.2 0.5
C -7.021719 1.448699 0.231002 0.2 0.2 -0.5
O -7.350615 0.892751 1.514027 -0.1 -0.1 -0.1
C -7.269848 1.732362 2.539160 0.0 -0.2 -0.1
O -6.974713 2.896569 2.487924 0.0 0.2 0.0
O -7.575107 1.057092 3.649364 0.0 0.0 0.1
C -7.450220 1.820998 4.848900 0.0 0.0 0.2
H -5.030765 0.643625 0.221791 0.0 -0.1 -0.1
H -5.296402 1.924361 -0.963891 0.0 -0.1 -0.1
H -5.112197 2.310770 0.751648 -0.1 0.1 -0.1
H -7.418879 0.750178 -0.502936 -0.1 -0.2 0.2
H -7.539481 2.398232 0.092095 0.0 0.0 0.2
H -8.019347 2.745620 4.786688 0.1 0.0 -0.1
H -6.401982 2.037623 5.049182 0.0 0.1 0.0
H -7.848413 1.209334 5.653308 0.0 -0.1 -0.1
C 4.187808 5.180616 -2.940121 -0.1 -0.2 -0.2
C 4.217898 4.589341 -1.546595 0.3 0.5 -0.1
O 3.179103 3.614447 -1.363298 0.0 0.1 0.1
C 3.409095 2.427523 -1.914078 -0.1 0.1 0.0
O 4.394126 2.099782 -2.517856 0.1 -0.1 -0.1
O 2.346796 1.653079 -1.680368 -0.1 -0.1 0.0
C 2.414198 0.360776 -2.291822 -0.1 -0.2 -0.2
H 3.198526 5.583207 -3.161489 0.0 0.1 0.1
H 4.923999 5.979021 -3.029895 0.0 0.0 0.0
H 4.407495 4.424459 -3.692780 0.1 0.0 0.0
H 4.029501 5.369362 -0.812721 -0.2 -0.1 0.1
H 5.187970 4.153034 -1.315523 0.0 -0.2 -0.1
H 3.332888 -0.159913 -2.034599 0.1 0.1 0.0
H 2.330741 0.456404 -3.374294 0.1 0.0 0.0
H 1.563843 -0.207395 -1.922079 0.0 0.1 0.1
C -0.513977 -3.274750 7.098581 0.2 0.0 -0.2
C -1.587544 -4.150679 6.488785 -0.1 0.2 0.4
O -1.318117 -4.440994 5.109871 -0.1 0.0 0.0
C -0.387787 -5.366116 4.891733 0.0 0.2 0.0
O 0.218972 -5.977010 5.729758 0.1 -0.1 0.1
O -0.236979 -5.492103 3.573370 0.0 -0.1 -0.1
C 0.801229 -6.395068 3.187591 0.1 -0.1 -0.2
H -0.378587 -2.369982 6.504877 -0.1 0.0 0.0
H -0.785061 -2.993725 8.115987 0.0 0.0 0.0
H 0.443705 -3.792163 7.129128 0.0 -0.1 0.1
H -2.541332 -3.627138 6.497103 0.0 0.0 -0.2
H -1.716348 -5.076667 7.048427 0.1 -0.1 -0.1
H 0.672536 -7.366075 3.659901 0.0 0.0 0.1
H 1.774667 -5.978389 3.440583 0.0 -0.1 0.1
H 0.732092 -6.509383 2.109640 -0.1 0.1 0.0
C 3.025824 -2.364004 -8.430943 -0.2 0.2 -0.1
C 3.111663 -2.451218 -6.922162 0.3 -0.3 -0.2
O 2.444565 -1.351252 -6.286572 0.1 0.0 0.1
C 1.116304 -1.431093 -6.253210 0.1 0.1 0.0
O 0.446835 -2.332034 -6.679598 -0.1 -0.1 0.0
O 0.655886 -0.329740 -5.659445 -0.1 0.1 0.1
C -0.772308 -0.233933 -5.615626 -0.2 0.0 -0.1
H 3.397755 -1.399286 -8.778036 0.1 0.0 0.0
H 3.614151 -3.157146 -8.891696 0.0 0.0 0.0
H 1.995736 -2.458996 -8.771101 0.0 -0.1 0.0
H 4.150787 -2.386122 -6.606054 0.0 0.2 0.1
H 2.714027 -3.395420 -6.551187 -0.2 0.1 0.0
H -1.215986 -1.122954 -5.171767 0.1 -0.1 -0.1
H -1.168946 -0.080644 -6.618158 0.0 -0.1 0.0
H -1.022457 0.621165 -5.002776 0.2 0.1 0.0
C 6.088040 7.279083 4.571239 0.2 0.0 -0.1
C 5.039124 6.433147 3.881530 -0.1 0.2 0.4
O 5.382468 6.170318 2.513024 -0.1 0.0 -0.1
C 6.311767 5.236639 2.327039 0.0 0.2 -0.1
O 6.862028 4.599470 3.183376 0.1 -0.1 0.1
O 6.534879 5.136950 1.016009 0.0 -0.1 -0.1
C 7.581876 4.225721 0.670420 0.1 -0.1 -0.2
H 6.268958 8.195264 4.007832 -0.1 0.1 0.0
H 5.763585 7.540612 5.578085 0.0 0.0 0.0
H 7.035471 6.747137 4.643359 0.0 -0.1 0.1
H 4.093376 6.970051 3.848574 0.0 0.0 -0.2
H 4.866541 5.496629 4.410759 0.1 -0.1 -0.1
H 7.412834 3.247600 1.114090 0.0 0.0 0.1
H 8.544701 4.622932 0.987066 0.0 -0.1 0.1
H 7.573600 4.132918 -0.412014 -0.1 0.1 0.0
```
Positions in Å, forces in eV/Å.

Its charge is 0. As for the structure (SMILES): CCCOOC(=O)OP(=O)(O)O.CCOC(=O)OC.CCOC(=O)OC.CCOC(=O)OC.CCOC(=O)OC.CCOC(=O)OC. The frontier orbital gap comes out at 10.8065 eV. The HOMO energy is -10.602 eV.